{
  "formula": "C58H134O44P6S10",
  "method": "ωB97M-V with the def2-TZVPD basis set",
  "lumo_energy_ev": -0.42,
  "energy_ev": -316494.773,
  "homo_lumo_gap_ev": 9.52,
  "elements": ["C", "O", "P", "O", "O", "C", "O", "C", "H", "H", "H", "H", "H", "H", "H", "H", "H", "C", "O", "P", "O", "O", "C", "O", "C", "H", "H", "H", "H", "H", "H", "H", "H", "H", "C", "O", "P", "O", "O", "C", "O", "C", "H", "H", "H", "H", "H", "H", "H", "H", "H", "C", "O", "P", "O", "O", "C", "O", "C", "H", "H", "H", "H", "H", "H", "H", "H", "H", "C", "O", "P", "O", "O", "C", "O", "C", "H", "H", "H", "H", "H", "H", "H", "H", "H", "C", "O", "P", "O", "O", "C", "O", "C", "H", "H", "H", "H", "H", "H", "H", "H", "H", "C", "C", "C", "S", "O", "O", "C", "H", "H", "H", "H", "H", "H", "H", "H", "C", "C", "C", "S", "O", "O", "C", "H", "H", "H", "H", "H", "H", "H", "H", "C", "C", "C", "S", "O", "O", "C", "H", "H", "H", "H", "H", "H", "H", "H", "C", "C", "C", "S", "O", "O", "C", "H", "H", "H", "H", "H", "H", "H", "H", "C", "C", "C", "S", "O", "O", "C", "H", "H", "H", "H", "H", "H", "H", "H", "C", "C", "C", "S", "O", "O", "C", "H", "H", "H", "H", "H", "H", "H", "H", "C", "C", "C", "S", "O", "O", "C", "H", "H", "H", "H", "H", "H", "H", "H", "C", "C", "C", "S", "O", "O", "C", "H", "H", "H", "H", "H", "H", "H", "H", "C", "C", "C", "S", "O", "O", "C", "H", "H", "H", "H", "H", "H", "H", "H", "C", "C", "C", "S", "O", "O", "C", "H", "H", "H", "H", "H", "H", "H", "H"],
  "positions_angstrom": [[-4.65446, -25.26229, 4.60833], [-5.20892, -25.24423, 3.26922], [-5.84213, -26.60323, 2.58657], [-6.65815, -26.40214, 1.35666], [-4.49693, -27.48421, 2.40765], [-3.40781, -27.06809, 1.61762], [-6.51966, -27.40614, 3.86304], [-7.91166, -27.65189, 4.03003], [-5.32026, -25.93394, 5.15028], [-4.73089, -24.24464, 4.99125], [-3.64760, -25.66361, 4.49308], [-3.68137, -27.38760, 0.61204], [-2.44113, -27.54152, 1.78934], [-3.36601, -25.97932, 1.58701], [-8.32398, -26.88197, 4.68219], [-8.08940, -28.65655, 4.41366], [-8.30865, -27.55302, 3.01973], [-10.83263, -21.06278, -2.84164], [-9.92644, -21.81116, -2.12434], [-9.61910, -23.33100, -2.59946], [-8.91636, -23.35563, -3.90499], [-11.06925, -24.06251, -2.46854], [-11.23020, -25.48328, -2.75482], [-8.75937, -23.87237, -1.37818], [-7.92442, -25.08437, -1.47417], [-11.12555, -21.48811, -3.80152], [-10.24630, -20.17482, -3.07798], [-11.71796, -20.83435, -2.24824], [-11.49872, -25.77629, -3.76978], [-12.03842, -26.00470, -2.24198], [-10.28876, -26.03116, -2.79507], [-6.91434, -24.84635, -1.14072], [-7.92295, -25.70638, -2.36928], [-8.23580, -25.72810, -0.65152], [0.73793, -30.86772, -0.09212], [-0.55343, -31.42878, 0.35284], [-0.51612, -32.99461, 0.73859], [0.67351, -33.72497, 1.22879], [-1.07532, -33.71913, -0.60795], [-0.24002, -33.84555, -1.66168], [-1.79832, -33.07554, 1.78078], [-3.10690, -32.74073, 1.31683], [1.66806, -31.41369, -0.24992], [1.16337, -30.26490, 0.71019], [0.55023, -30.31743, -1.01409], [0.08788, -32.86587, -2.00926], [-0.68743, -34.33657, -2.52586], [0.68320, -34.35293, -1.38176], [-3.45661, -31.78487, 1.70688], [-3.91754, -33.46218, 1.41921], [-3.20459, -32.55984, 0.24638], [-10.67538, -26.11157, -8.51489], [-11.90537, -25.53799, -8.80740], [-12.95090, -25.38621, -7.61694], [-14.32629, -24.83495, -7.97140], [-13.07323, -26.73224, -6.86388], [-13.91146, -26.82683, -5.61253], [-12.18523, -24.56245, -6.36944], [-11.79832, -23.20411, -6.55484], [-10.41571, -26.94497, -9.16765], [-10.57121, -26.55221, -7.52338], [-9.91338, -25.35469, -8.70088], [-13.34505, -27.37092, -4.85672], [-14.69877, -27.53927, -5.85885], [-14.35163, -25.91579, -5.20712], [-10.72208, -23.03162, -6.56285], [-12.44847, -22.61873, -5.90466], [-11.89868, -23.11259, -7.63634], [-7.22875, -33.99833, -3.13406], [-7.10454, -33.44757, -1.83407], [-6.36819, -34.10258, -0.54751], [-6.81139, -35.45453, -0.03330], [-4.79907, -34.03380, -1.04857], [-4.18921, -34.90989, -2.07125], [-6.49150, -32.75310, 0.41149], [-6.85110, -32.99117, 1.76139], [-6.80325, -35.00178, -3.14556], [-6.67615, -33.51032, -3.93693], [-8.30388, -33.95949, -3.30925], [-3.17952, -34.51894, -2.19691], [-4.66820, -35.01926, -3.04424], [-4.25067, -35.93124, -1.69555], [-6.78379, -34.05456, 1.99112], [-7.84887, -32.62824, 2.00803], [-6.14549, -32.53212, 2.45384], [-5.87379, -26.77781, -5.54465], [-5.37768, -27.68681, -6.50030], [-4.71047, -27.26461, -7.91347], [-3.49466, -26.42309, -7.65394], [-4.47813, -28.56903, -8.72630], [-3.65167, -28.57085, -9.95695], [-5.93638, -26.49604, -8.74217], [-7.07109, -27.13617, -8.87406], [-6.43754, -25.87570, -5.78227], [-5.14718, -26.36333, -4.84585], [-6.48022, -27.37711, -4.86555], [-3.92242, -27.84884, -10.72733], [-3.95058, -29.48167, -10.47576], [-2.62187, -28.67913, -9.61652], [-7.99463, -26.56385, -8.78669], [-7.11666, -27.96767, -8.17075], [-7.08998, -27.54160, -9.88567], [-14.67083, -31.18394, 2.04877], [-13.80843, -32.35700, 1.47139], [-12.32298, -31.96065, 1.50618], [-12.18994, -30.76867, 3.00019], [-11.79989, -29.41909, 2.64449], [-11.41265, -31.44276, 4.03543], [-13.92089, -30.76546, 3.33119], [-15.71531, -31.35129, 2.31175], [-14.79336, -30.37301, 1.33081], [-14.06385, -32.80654, 0.51183], [-13.95789, -33.15516, 2.19851], [-12.15017, -31.27827, 0.67396], [-11.58783, -32.74747, 1.67518], [-14.21624, -29.98136, 4.02835], [-14.16756, -31.60122, 3.98599], [-4.15021, -30.96104, -4.36239], [-3.48149, -30.33565, -5.52009], [-2.13132, -29.58438, -5.08810], [-1.70516, -30.32000, -3.44928], [-1.94000, -29.31382, -2.38921], [-0.30616, -30.88157, -3.58330], [-2.99013, -31.62346, -3.47958], [-4.79672, -31.77962, -4.67867], [-4.66218, -30.21106, -3.75946], [-4.19168, -29.71249, -6.06362], [-3.12119, -31.04436, -6.26575], [-2.27382, -28.50545, -5.02725], [-1.33559, -29.96066, -5.73101], [-3.29108, -31.91352, -2.47290], [-2.51312, -32.42467, -4.04405], [-10.74577, -24.01869, 1.32130], [-9.55470, -24.67182, 1.96229], [-9.81142, -24.58117, 3.48595], [-11.60645, -24.29681, 3.86627], [-11.66646, -23.00546, 4.50993], [-12.25633, -25.44253, 4.38766], [-12.00712, -24.29503, 2.07157], [-10.77832, -24.29796, 0.26819], [-10.47485, -22.98227, 1.12000], [-8.66702, -24.12964, 1.63646], [-9.41443, -25.61794, 1.43952], [-9.21997, -23.78445, 3.93708], [-9.61380, -25.53586, 3.97343], [-12.99271, -23.93732, 1.77367], [-12.02353, -25.35031, 1.79917], [-9.74537, -36.02505, -5.66882], [-10.91718, -36.26915, -6.54647], [-11.66933, -37.49821, -6.04769], [-11.38155, -37.44111, -4.23759], [-10.66104, -38.59407, -3.79636], [-12.68163, -36.96444, -3.74422], [-10.15029, -36.11867, -4.19076], [-9.15736, -35.16678, -5.99399], [-9.00394, -36.80853, -5.82549], [-10.74790, -36.45660, -7.60680], [-11.45998, -35.32994, -6.43998], [-11.23632, -38.42443, -6.42548], [-12.71870, -37.56070, -6.33581], [-9.37281, -36.49451, -3.52565], [-10.57279, -35.18486, -3.81982], [-16.04959, -25.10929, 0.35510], [-16.86782, -26.35020, 0.21295], [-16.00083, -27.51617, -0.19642], [-14.35433, -26.83215, -0.65645], [-14.08795, -27.28598, -1.98183], [-13.40720, -27.01181, 0.42542], [-14.90118, -25.06273, -0.59622], [-15.78650, -25.25258, 1.40312], [-16.69061, -24.22775, 0.34692], [-17.62020, -26.15854, -0.55209], [-17.29996, -26.59612, 1.18293], [-16.32588, -28.11128, -1.04981], [-15.73206, -28.27367, 0.53983], [-15.21487, -24.80982, -1.60900], [-14.04207, -24.41543, -0.42002], [-13.89846, -32.55019, -3.71264], [-13.05257, -32.04318, -2.55031], [-13.67979, -30.66240, -2.12965], [-15.51622, -30.65041, -2.64200], [-15.69885, -29.63980, -3.63889], [-16.31971, -30.45996, -1.41918], [-15.44146, -32.41674, -3.25267], [-13.52140, -33.56491, -3.84011], [-13.76295, -31.96780, -4.62399], [-12.00399, -31.98599, -2.84238], [-13.04547, -32.72434, -1.69939], [-13.19204, -29.76055, -2.49959], [-13.63263, -30.45998, -1.05965], [-16.26042, -32.63757, -3.93724], [-15.50935, -33.00280, -2.33613], [-12.72571, -30.02681, -7.50390], [-11.68414, -30.48052, -8.68482], [-10.64463, -31.29165, -7.99402], [-10.26923, -30.46191, -6.33668], [-9.10296, -29.60651, -6.40843], [-10.41707, -31.41858, -5.21923], [-11.84626, -29.60426, -6.28918], [-13.24099, -30.92834, -7.17249], [-13.36769, -29.18161, -7.75207], [-11.27642, -29.59406, -9.17067], [-12.25515, -30.85692, -9.53357], [-9.63051, -31.44617, -8.36254], [-11.04101, -32.21794, -7.57813], [-11.60885, -28.56390, -6.51140], [-12.12960, -29.50187, -5.24164], [-9.20775, -29.26517, 0.18196], [-8.47702, -30.51084, -0.55018], [-8.71333, -30.44752, -2.10764], [-9.60913, -28.80362, -2.44874], [-10.77916, -29.11717, -3.25842], [-8.61247, -27.82180, -2.88552], [-10.26205, -28.57168, -0.70565], [-8.38156, -28.62479, 0.49087], [-9.59330, -29.49577, 1.17507], [-8.82560, -31.39392, -0.01468], [-7.41430, -30.46108, -0.31301], [-9.46289, -31.16144, -2.44908], [-7.84525, -30.49608, -2.76505], [-11.14766, -29.20713, -0.70731], [-10.34790, -27.48608, -0.65855], [-6.57951, -32.14612, 5.52188], [-7.45706, -30.99289, 5.08915], [-8.82686, -31.16245, 5.72192], [-8.54276, -31.92864, 7.41288], [-9.35861, -33.15972, 7.65566], [-8.59446, -30.86190, 8.45453], [-6.83329, -32.38960, 6.99676], [-5.56454, -31.97954, 5.16105], [-6.92880, -32.99206, 4.92986], [-7.66819, -30.90240, 4.02362], [-6.85650, -30.09497, 5.23464], [-9.48125, -31.90304, 5.26215], [-9.26966, -30.17681, 5.86525], [-6.73389, -33.44920, 7.23229], [-6.15673, -31.82786, 7.64081], [-1.08556, -26.08916, -3.33270], [-1.03488, -25.87861, -1.75750], [-2.17428, -24.90082, -1.38655], [-3.37346, -24.56200, -2.75940], [-3.05583, -23.22390, -3.32698], [-4.73583, -24.93871, -2.46281], [-2.61314, -25.85340, -3.83652], [-0.69707, -27.04483, -3.68464], [-0.40443, -25.30485, -3.66290], [-0.03137, -25.68094, -1.38066], [-1.23886, -26.89752, -1.42838], [-1.74003, -23.93782, -1.11794], [-2.72407, -25.34873, -0.55878], [-2.75466, -25.68445, -4.90401], [-3.26865, -26.69804, -3.62442]],
  "forces_ev_per_a": [[-0.8543, -0.7017, -0.9323], [-1.4525, -0.8270, -1.3707], [0.8087, 0.1537, 1.1646], [0.8711, -0.1437, 1.8490], [-1.1467, -0.4846, 1.4542], [-0.6788, 0.4862, -2.0441], [1.8850, 0.6667, -1.2749], [-0.1659, 0.5711, -1.1226], [0.5219, 0.1016, 0.6064], [0.3233, -0.1825, -0.0700], [0.0621, 0.2293, 0.6026], [0.2514, 0.1516, -0.3870], [-0.3387, -0.0282, 0.9651], [0.4270, 0.0378, 0.2693], [-0.0577, -0.2770, 0.0655], [0.2083, 0.2887, -0.0082], [-0.7848, -0.1303, 0.1889], [-0.2833, 1.5402, -1.1005], [0.8232, -3.3510, 1.1785], [0.7809, 0.5098, -0.3458], [-1.1061, -0.5653, 0.7622], [0.2230, -0.4471, -0.4217], [0.5896, -0.6442, -1.3268], [-0.0492, -0.4667, -0.7285], [0.2542, -0.1144, 1.5549], [-0.0477, -0.3128, 0.0468], [-0.6469, 0.4956, -0.1002], [0.0425, 0.0406, -0.0050], [-0.4160, 1.3784, -0.7519], [0.3736, 0.6473, 1.0183], [0.2828, 0.1564, 1.1917], [-0.0073, 0.4553, -0.6494], [-0.3078, 0.8734, -0.3147], [-0.5046, -0.0925, -0.0533], [0.3456, 1.3561, 0.2203], [2.2797, -1.2863, 0.0173], [-1.8092, -1.4025, 0.6853], [-0.7942, 1.6385, -0.2438], [-2.2085, 0.4976, 2.7449], [2.5241, 0.4485, -1.9877], [0.9766, -0.2910, -1.6657], [-0.8927, 1.1967, -1.1912], [-0.8417, -1.7584, -0.2930], [-0.8692, 0.7419, 0.0775], [-0.1524, 0.1465, 0.3182], [-0.0572, 0.2312, -0.3039], [-0.3140, -0.2102, 0.2898], [-0.0143, -0.4306, -0.0453], [0.2788, -0.0450, 0.6686], [0.6930, -0.6477, 0.9181], [0.8232, -0.1205, -0.2708], [2.2432, -0.6715, -0.0375], [-1.9231, -0.0803, 0.5787], [-3.2310, 3.4352, 1.6987], [3.5393, -0.7981, 0.0906], [-0.2733, -1.3160, 1.4544], [0.1086, -1.3706, -0.7638], [-0.1758, -1.7628, -1.1378], [-0.1090, -0.6972, -1.9453], [-0.5266, 0.0132, -0.4882], [-0.1994, 0.5007, 0.2936], [0.1068, 0.0057, 0.3593], [0.4737, 0.5195, -0.0615], [-0.2197, 0.3420, -0.2187], [0.5004, 0.2032, -0.5781], [0.1289, -0.2572, 1.5214], [0.4903, 0.4851, -0.4281], [-0.9821, 1.4269, -0.1268], [-0.1762, -0.9677, 0.2348], [0.3940, 0.2673, 1.2595], [0.6767, -0.0823, -0.9234], [0.7436, 3.0498, -0.9807], [-1.1443, -0.2363, -0.2639], [-0.5012, -0.3395, 1.1390], [0.4044, -2.2397, -1.4304], [0.2279, -0.6255, 1.2687], [-0.6412, -0.3613, 0.0004], [-0.0104, 0.8466, 0.4160], [0.1940, -0.3565, -0.5666], [-0.1003, -0.3205, 0.1874], [-0.4303, 0.9772, 0.0228], [0.6370, 0.0369, 0.2943], [-0.3320, -0.0842, -0.0390], [-0.0711, 0.0521, -0.3510], [0.1448, 0.4098, -0.3220], [-0.4947, 0.4645, 2.4605], [0.3648, -0.6485, -2.2995], [0.6310, 3.9121, 1.4892], [-1.9002, -1.1499, -1.0206], [-0.0920, -0.6760, -0.6958], [-0.7581, -1.3703, 0.4475], [5.7530, 2.3428, 2.0601], [-3.6087, -3.2370, -1.1186], [-0.1890, -0.3745, -1.2637], [0.8566, -0.2683, -0.4919], [-0.3908, -0.0349, -0.2923], [0.3459, 0.8895, 0.8303], [0.1417, -0.3677, 0.4255], [-0.0588, 0.6350, -0.4805], [0.3402, 0.5761, 0.3615], [-0.6150, -0.2356, 0.0108], [-0.4151, -0.4563, -0.2386], [0.4086, 1.2615, -0.6968], [-0.2058, -0.3829, 1.3824], [-0.7460, 1.9415, 1.0279], [0.7084, -0.8560, -0.1500], [-0.0422, -0.6929, -0.3734], [-0.6861, 0.3529, -0.6660], [-1.0692, -1.3136, 0.8565], [0.1546, -0.8956, -0.0082], [0.5360, 0.2122, -0.1767], [-0.3201, 0.5451, -0.1089], [0.1218, -0.3211, -0.0102], [0.5697, -0.2856, -0.2080], [-0.1495, 0.1378, -0.2715], [0.0277, 0.8541, -0.9681], [0.7569, -0.5242, 0.1770], [1.2824, -1.4373, 1.9024], [1.6324, 1.1393, -1.3756], [-1.5983, -1.4462, 0.3014], [2.4454, 0.9592, -0.0033], [0.0062, -1.6035, -1.2515], [-3.2870, 0.8590, 0.5476], [-0.5018, 1.2123, -0.7466], [-0.3509, 0.2552, 0.1505], [-0.2446, -0.1916, 0.0154], [0.2970, 0.3610, 0.1469], [-0.3230, -0.4910, 0.1630], [0.4233, -0.1327, 0.1036], [0.0758, 0.7140, 0.0295], [0.1857, 0.0333, -0.0332], [-0.0757, -0.1783, 0.1672], [0.4901, 2.7249, -2.1259], [-0.2138, 0.2823, 0.0166], [0.2412, -1.2504, 0.1119], [1.7543, 1.4234, -2.9523], [-0.4699, -0.3419, -0.0851], [-0.5170, -1.0650, 1.2391], [0.1814, -1.3328, 0.0202], [-0.5569, -0.6998, 0.0051], [-0.4021, 0.6362, 0.7766], [0.0745, 0.1465, 0.4588], [-0.0946, -0.7429, 1.0936], [-0.2805, -0.0404, 0.0851], [0.1611, 0.2076, 0.1458], [0.3536, 0.6897, 0.2132], [-0.8546, -0.5791, 0.8983], [2.5322, -0.9822, 0.0162], [-1.2539, 0.1693, -0.5445], [0.5526, -0.2010, 0.3896], [-2.1923, 1.4662, -1.0162], [-0.3481, -0.7783, 0.4771], [1.5607, -0.7568, 0.4767], [-0.3110, 0.3573, -0.6074], [-0.4265, 0.5556, 0.4915], [0.0297, -0.4695, 0.0053], [0.5804, 0.4650, 0.0287], [-0.9015, -0.2307, -0.3148], [0.4310, 0.0824, 0.0875], [-0.0522, 0.3779, 0.6177], [-0.0036, 0.1921, -0.1432], [-0.2134, -0.1460, 0.0607], [0.0086, 0.7323, 2.0268], [-0.9833, -0.9774, -0.7763], [1.5442, -0.5971, -0.5521], [-1.8194, 1.0904, 1.5543], [0.9876, -0.2433, -1.1827], [0.0021, -0.2284, -0.4994], [0.6305, -0.8195, -1.1360], [1.1566, 0.8828, 0.0715], [0.1545, 0.0730, -0.2595], [-0.3261, -0.4683, 0.1456], [-0.5277, 0.2145, -0.2899], [-0.1295, 0.3961, -0.0970], [-0.3086, 0.2976, 0.4948], [-0.2586, -0.1733, -0.1231], [-0.0456, -0.1783, 0.5610], [-1.3077, -0.1495, 0.5489], [-0.5992, 1.8418, 0.2192], [-0.1140, -0.3411, 0.1743], [1.7687, 0.0025, 2.6153], [-0.1561, -0.3037, -1.1309], [0.6714, -1.0500, -1.3545], [1.6957, 0.5777, 0.3018], [-0.8446, -0.2682, -0.5614], [0.2583, -0.0073, 0.0427], [-0.0195, 0.4722, -0.2007], [-0.4512, -0.1920, -0.0299], [-0.1396, -0.1959, -0.8479], [-0.4534, -0.4331, 0.2328], [0.3265, 0.0878, -0.1085], [-0.4306, 0.0080, 0.0221], [1.8734, -1.0956, 0.5505], [-1.5531, 2.0930, 0.7765], [1.0449, -0.5180, 1.9497], [-2.0761, -0.6171, 0.8814], [-0.3701, -0.4358, -0.1582], [1.0460, 0.2156, -1.4647], [0.9226, 2.1254, -1.1500], [-0.6068, 0.0905, -0.4734], [-0.0875, -0.4105, -0.2245], [0.3983, 0.3442, 0.4729], [0.1002, -1.0360, 0.3802], [-0.3312, 0.0093, -0.7029], [-0.0303, -0.2869, -0.4291], [0.3605, 0.2074, -0.0773], [-0.6021, -0.9034, -0.1568], [1.2933, 0.2534, -0.1584], [-0.6963, 1.2517, 0.0458], [-1.1040, 0.8296, 1.0394], [0.7610, -1.7738, 0.7157], [0.4277, 0.7234, -0.1548], [-1.2569, -0.7220, 0.5241], [2.0554, -0.9491, -1.0676], [-0.0636, 0.6906, -0.5635], [-0.5973, -0.5736, -0.2916], [-0.1939, -0.3712, -0.8128], [-0.0863, 0.1374, -0.1916], [0.1227, -0.0912, -0.0020], [0.0362, 0.1128, 0.3160], [-0.4025, 0.7589, -0.0705], [-0.5086, -0.2066, 0.6017], [-0.7985, -0.5338, -1.3913], [-0.0228, 0.2228, -0.6372], [0.2479, 0.2138, 1.7437], [-1.3776, 0.4829, 1.1778], [1.7239, 2.4336, -0.9157], [0.4312, -1.9194, -1.9275], [0.7859, -0.6174, 0.5403], [0.2337, -0.0239, 0.7504], [0.0193, -0.5033, 0.2551], [0.3445, -0.6216, -0.3778], [-0.7292, 0.5039, 0.9211], [0.1021, 0.4132, -0.4213], [-0.5979, -0.3988, 0.1369], [-0.0432, 0.0855, 0.1786], [-0.1803, 0.1272, 0.0430], [-1.1037, 1.6610, 0.3165], [-1.3674, -1.8427, -1.9258], [0.3874, -0.0554, 0.7070], [2.5637, 0.9075, -2.0305], [-0.7280, -2.2648, 1.3255], [0.4100, 0.1937, 0.2815], [1.0659, -0.2522, 0.9516], [-0.1546, -0.0070, 0.2949], [-0.3777, 0.0466, -0.9389], [-0.2002, 0.6727, -0.2026], [-0.4078, 0.1215, 0.7008], [-0.4012, 0.0830, 0.0830], [-0.2371, 0.4712, -0.0154], [0.2867, 0.5916, 0.0433], [0.3513, -0.4242, 0.3286]]
}